1.
One molecule with the formula C7H12. Source: the OMol25 dataset; level of theory: the ωB97M-V functional and the def2-TZVPD basis.

Energy above the lowest of the compared OMol25 structures with the same formula, charge and spin   304.4 kJ/mol
Frontier orbital gap   9.698 eV
Molar mass   96.17 Da
HOMO energy   -8.564 eV
SMILES   CC1CC2(CC2)C1
LUMO   1.13 eV

Cartesian coordinates (Å):
C (-2.651968, 0.049051, -0.041686)
C (-1.154712, -0.380950, 0.090485)
C (-0.208752, 0.399286, -0.826033)
C (0.952785, 0.213464, 0.113891)
C (2.002176, -0.825106, -0.197686)
C (2.370478, 0.636230, -0.096082)
C (0.047777, 0.068571, 1.304118)
H (-2.978136, -0.177007, -1.075694)
H (-2.845071, 1.125926, 0.088520)
H (-3.343932, -0.494908, 0.612405)
H (-1.084840, -1.455552, 0.012749)
H (-0.102734, 0.010352, -1.836408)
H (-0.480641, 1.465503, -0.854647)
H (1.991989, -1.290371, -1.183310)
H (2.351857, -1.488216, 0.592931)
H (2.601394, 1.163496, -1.019759)
H (2.972258, 0.948067, 0.752490)
H (-0.843694, 0.631797, 1.468463)
H (0.403759, -0.599636, 2.095256)

Forces on atoms 1 to 2 (eV/Å):
0.414 -0.123 0.322
0.425 -0.607 -0.209


2.
C18H38BBr14Cl as an isolated structure. Source: the OMol25 dataset; level of theory: the ωB97M-V functional and the def2-TZVPD basis.

Energy above the lowest of the compared OMol25 structures with the same formula, charge and spin   0.0 kJ/mol
Frontier orbital gap   8.762 eV
Molar mass   1419.42 Da
HOMO energy   -8.593 eV
LUMO   0.17 eV

Cartesian coordinates (Å):
C (-2.302980, -1.393223, 2.815002)
B (-1.866108, -1.082595, 4.313397)
C (-1.747270, 0.388403, 4.945514)
Cl (-3.375330, 1.180194, 5.138962)
C (-0.778015, 1.227837, 4.016813)
C (-1.512597, 2.135036, 2.979280)
H (-3.387848, -1.290589, 2.630488)
H (-1.978359, -2.424279, 2.576654)
H (-1.715869, -0.711912, 2.161807)
H (-1.565139, -2.011933, 5.002641)
H (-1.327072, 0.301597, 5.964340)
H (-0.076085, 1.807797, 4.638527)
H (-0.215781, 0.480629, 3.411051)
H (-2.088015, 1.468703, 2.312972)
H (-2.104493, 2.942651, 3.432644)
H (-0.707026, 2.617472, 2.368619)
Br (-0.597866, 5.178557, 1.280894)
C (-1.606868, 4.831268, -0.350915)
C (-1.194414, 3.537699, -1.000183)
Br (0.506786, 3.722429, -1.932603)
H (-1.465381, 5.695094, -0.994741)
H (-2.648256, 4.783640, -0.035532)
H (-1.909139, 3.248428, -1.768478)
H (-1.078864, 2.721082, -0.294579)
Br (-2.309493, 0.145180, -0.574701)
C (-0.457397, -0.457655, -0.563989)
C (-0.112382, -1.204919, -1.825269)
Br (-0.843478, -3.013122, -1.796826)
H (-0.324636, -1.053537, 0.335861)
H (0.137598, 0.452171, -0.484320)
H (0.965137, -1.334156, -1.910395)
H (-0.487613, -0.725680, -2.726163)
Br (2.773987, -5.038998, -6.553201)
C (2.304268, -4.796627, -4.658451)
C (1.368400, -3.626354, -4.484347)
Br (2.312864, -1.923813, -4.618494)
H (3.234666, -4.681595, -4.109379)
H (1.816223, -5.706229, -4.355333)
H (0.933024, -3.630259, -3.483732)
H (0.571226, -3.602290, -5.222559)
Br (1.750288, 6.679931, 3.550647)
C (0.376982, 7.982703, 3.092391)
C (0.417196, 9.169417, 4.018327)
Br (-0.367116, 8.746418, 5.749539)
H (-0.574032, 7.458833, 3.108964)
H (0.601531, 8.285789, 2.070831)
H (-0.187979, 9.983428, 3.622277)
H (1.424860, 9.529425, 4.207149)
Br (1.364532, 4.572603, 6.669337)
C (3.219257, 3.982655, 6.681181)
C (3.567162, 3.226017, 5.426034)
Br (2.854807, 1.413751, 5.465419)
H (3.359515, 3.396660, 7.585342)
H (3.806895, 4.897112, 6.750194)
H (4.645807, 3.104710, 5.339116)
H (3.184329, 3.696951, 4.524198)
Br (3.913480, -10.221591, -6.947008)
C (3.461368, -10.006995, -5.065541)
C (2.484837, -8.876824, -4.860552)
Br (3.355903, -7.129788, -4.989304)
H (4.395219, -9.864823, -4.529594)
H (3.017608, -10.956940, -4.769769)
H (2.066801, -8.914229, -3.854766)
H (1.675897, -8.874792, -5.586586)
Br (-1.614310, -2.279770, -6.429213)
C (-3.168737, -3.154901, -5.647653)
C (-4.283823, -2.173587, -5.400997)
Br (-3.929576, -1.085936, -3.827335)
H (-2.830660, -3.652079, -4.741870)
H (-3.472141, -3.903465, -6.378149)
H (-5.213697, -2.696837, -5.183357)
H (-4.442610, -1.489949, -6.230531)

Forces on atoms 1 to 2 (eV/Å):
0.918 -0.122 0.470
-0.864 0.218 -0.221


3.
C3H4N3O5 as an isolated structure. Source: the OMol25 dataset; level of theory: the ωB97M-V functional and the def2-TZVPD basis.

Total charge   +1
Frontier orbital gap (spin up / spin down)   7.954 / 5.803 eV
Molar mass   162.08 Da
2S+1   3
HOMO energy (spin up / spin down)   -13.185 / -15.822 eV
LUMO (spin up / spin down)   -5.23 / -10.02 eV

Cartesian coordinates (Å):
C (-1.850751, -0.235689, 0.038622)
C (0.695449, 0.206482, 0.043882)
C (-0.428676, 1.084005, -0.498706)
N (-1.187088, -0.994751, 0.820511)
N (-3.316221, -0.394089, -0.267637)
N (-0.752310, 2.180970, 0.443962)
O (-3.652895, 0.002952, -1.319495)
O (-0.051607, 3.133296, 0.348236)
O (-3.835231, -1.201472, 0.451957)
O (-1.664992, 1.875920, 1.180565)
O (0.126849, -0.685969, 1.052671)
H (1.118723, -0.419856, -0.618222)
H (1.410056, 0.909402, 0.457071)
H (-0.274783, 1.312200, -1.603054)
H (-1.627717, -1.628569, 1.531326)

Forces on atoms 1 to 2 (eV/Å):
-2.153 7.983 -7.362
-2.636 3.186 1.426


We obtain largest force on an atom values of 3.14; 5.33; 11.07 eV/A for the records listed above, in that order.